Record 1
Entry from OMol25: an isolated molecule of C5H12N2 (ωB97M-V/def2-TZVPD).

Cartesian coordinates (Å):
1 C 0.633 0.146 -1.638
2 C 0.923 0.583 -0.417
3 C 2.305 1.058 -0.061
4 N 0.018 0.708 0.638
5 N -1.047 -0.178 0.880
6 C -2.237 0.114 0.107
7 C -0.670 -1.580 0.850
8 H 1.390 0.106 -2.399
9 H -0.343 -0.195 -1.926
10 H 2.256 2.006 0.474
11 H 2.905 1.197 -0.956
12 H 2.802 0.329 0.581
13 H 0.465 0.949 1.514
14 H -3.096 -0.286 0.646
15 H -2.231 -0.314 -0.902
16 H -2.339 1.193 0.031
17 H -0.350 -1.927 -0.143
18 H -1.531 -2.168 1.166
19 H 0.146 -1.740 1.555

Forces on atoms 1 to 2 (eV/Å):
-0.127 -0.190 -0.123
0.163 0.144 -0.010

Calculated values
- HOMO level: -8.17 eV
- Energy above the lowest of the compared OMol25 structures with the same formula, charge and spin: 2.015 eV
- Frontier orbital gap: 9.2 eV
- F_max: 0.49 eV/Å
- Energy: -307.1553 hartree

=====

Record 2
Entry from OMol25: an isolated molecule of C5H12N2 in a non-equilibrium geometry (ωB97M-V/def2-TZVPD).

Cartesian coordinates (Å):
1 N 3.043 1.593 -0.404
2 C 1.830 1.450 0.276
3 C 1.063 0.368 0.404
4 C -0.207 0.125 1.186
5 C -1.423 0.198 0.265
6 C -1.467 -0.823 -0.855
7 N -1.896 -2.095 -0.232
8 H 3.108 1.987 -1.330
9 H 3.662 0.798 -0.454
10 H 1.416 2.402 0.614
11 H 1.415 -0.564 -0.038
12 H -0.315 0.833 2.023
13 H -0.091 -0.886 1.595
14 H -2.365 0.344 0.800
15 H -1.528 1.231 -0.138
16 H -0.547 -0.888 -1.466
17 H -2.234 -0.565 -1.564
18 H -2.179 -2.771 -0.944
19 H -1.285 -2.738 0.263

Forces on atoms 1 to 2 (eV/Å):
1.545 -0.466 -0.239
-1.602 0.563 -0.539

Calculated values
- HOMO level: -8.40 eV
- Energy above the lowest of the compared OMol25 structures with the same formula, charge and spin: 1.789 eV
- Frontier orbital gap: 9.5 eV
- F_max: 2.39 eV/Å
- Energy: -307.1636 hartree

=====

Record 3
Entry from OMol25: a cluster of 2 separate species, C5H12N2 in total in a non-equilibrium geometry (ωB97M-V/def2-TZVPD).

Cartesian coordinates (Å):
1 N -0.967 0.372 -0.808
2 C -1.692 -0.928 -0.611
3 C -0.788 -1.816 0.220
4 C 0.584 -1.074 0.114
5 C 0.142 0.369 0.154
6 C 1.208 1.448 -0.137
7 N 1.181 2.640 0.588
8 H -1.648 1.090 -0.609
9 H -2.659 -0.741 -0.142
10 H -1.872 -1.349 -1.602
11 H -0.566 -2.807 -0.167
12 H -1.013 -1.756 1.281
13 H 1.175 -1.437 0.960
14 H 1.124 -1.422 -0.769
15 H -0.202 0.610 1.168
16 H 2.238 0.898 0.072
17 H 1.394 1.526 -1.237
18 H 1.909 1.134 1.320
19 H 0.454 3.245 0.203

Forces on atoms 1 to 2 (eV/Å):
-0.225 -0.511 0.496
-0.149 0.277 -0.816

Calculated values
- HOMO level: -7.98 eV
- Energy above the lowest of the compared OMol25 structures with the same formula, charge and spin: 6.866 eV
- Frontier orbital gap: 7.1 eV
- F_max: 2.02 eV/Å
- Energy: -306.9770 hartree

=====

Record 4
Entry from OMol25: a structure of composition C5H12N2 in a non-equilibrium geometry (ωB97M-V/def2-TZVPD).

Cartesian coordinates (Å):
1 C -0.842 1.471 0.081
2 C 0.611 1.286 0.692
3 C 1.754 0.248 -0.533
4 C 2.354 -0.925 -0.788
5 N -1.236 0.289 -0.702
6 C -1.743 -0.842 0.023
7 N -0.781 -1.460 1.051
8 H -1.577 1.586 0.903
9 H -0.881 2.405 -0.549
10 H 0.452 0.983 1.707
11 H 1.290 2.117 0.483
12 H 2.051 1.051 -1.267
13 H 3.069 -0.918 -1.614
14 H 2.405 -1.758 -0.078
15 H -0.365 -0.042 -1.130
16 H -2.648 -0.575 0.566
17 H -1.904 -1.600 -0.738
18 H -0.701 -0.696 1.715
19 H 0.150 -1.607 0.673

Forces on atoms 1 to 2 (eV/Å):
0.820 -0.155 -0.301
0.982 -1.149 -3.462

Calculated values
- HOMO level: -8.63 eV
- Energy above the lowest of the compared OMol25 structures with the same formula, charge and spin: 3.908 eV
- Frontier orbital gap: 9.7 eV
- F_max: 3.78 eV/Å
- Energy: -307.0857 hartree

=====

Copy entry 2 word for word.
Entry from OMol25: an isolated molecule of C5H12N2 in a non-equilibrium geometry (ωB97M-V/def2-TZVPD).

Cartesian coordinates (Å):
1 N 3.043 1.593 -0.404
2 C 1.830 1.450 0.276
3 C 1.063 0.368 0.404
4 C -0.207 0.125 1.186
5 C -1.423 0.198 0.265
6 C -1.467 -0.823 -0.855
7 N -1.896 -2.095 -0.232
8 H 3.108 1.987 -1.330
9 H 3.662 0.798 -0.454
10 H 1.416 2.402 0.614
11 H 1.415 -0.564 -0.038
12 H -0.315 0.833 2.023
13 H -0.091 -0.886 1.595
14 H -2.365 0.344 0.800
15 H -1.528 1.231 -0.138
16 H -0.547 -0.888 -1.466
17 H -2.234 -0.565 -1.564
18 H -2.179 -2.771 -0.944
19 H -1.285 -2.738 0.263

Forces on atoms 1 to 2 (eV/Å):
1.545 -0.466 -0.239
-1.602 0.563 -0.539

Calculated values
- HOMO level: -8.40 eV
- Energy above the lowest of the compared OMol25 structures with the same formula, charge and spin: 1.789 eV
- Frontier orbital gap: 9.5 eV
- F_max: 2.39 eV/Å
- Energy: -307.1636 hartree

=====

The highest F_max belongs to which entry? number 4

=====

What is the F_max in the first record? 0.49 eV/Å

=====

Among the records above, which one has the lowest HOMO level? number 4